Entry 1:
73
Properties=species:S:1:pos:R:3:forces:R:3 method="wB97M-V/def2-TZVPD" gap_ha=0.2154 spin_multiplicity=1 smiles="COc1cccc(OC)c1-n1cc[n+](C)c1/C([O-])=C/[C@H](c1ccccc1)[C@H](C(=O)c1ccccc1)[n+]1cccc(Cl)c1" energy_ev=-60935.065 total_charge=+1
C 0.384703 2.477246 5.311957 0.3 -0.5 -0.5
O 0.877344 1.273981 4.686406 -0.3 0.2 0.4
C 1.998342 1.298082 3.934887 0.0 0.9 0.4
C 2.722948 2.466719 3.633506 0.2 -0.6 -0.3
C 3.857807 2.362087 2.821437 0.0 -0.3 0.3
C 4.322117 1.121469 2.399319 0.2 -0.9 -0.4
C 3.578450 -0.048418 2.716241 0.2 0.6 -0.9
O 3.862443 -1.279386 2.201701 0.0 0.2 0.3
C 4.916773 -1.371997 1.244707 0.0 0.0 -0.1
C 2.404596 0.049573 3.465484 0.5 0.3 -0.5
N 1.596189 -1.110350 3.703607 -0.2 -0.4 0.4
C 2.027597 -2.174324 4.476495 -0.3 0.2 0.2
C 0.969515 -2.992830 4.656902 -0.3 -0.1 -0.3
N -0.091396 -2.463387 3.947364 0.3 1.5 -0.4
C -1.401828 -3.058010 3.872134 -0.4 -0.1 0.2
C 0.283114 -1.277240 3.402759 1.7 -0.2 0.2
C -0.432929 -0.369451 2.480481 -2.9 1.1 -0.4
O 0.137058 0.381204 1.642723 0.8 -1.1 0.2
C -1.839137 -0.435305 2.567199 2.3 -1.4 1.5
C -2.650530 0.022700 1.472202 -1.4 2.7 -1.1
C -4.143732 -0.068778 1.857072 0.7 -0.4 -0.4
C -5.008875 0.658707 1.054949 -0.4 0.0 -0.3
C -6.382256 0.460757 1.109600 0.1 0.3 0.0
C -6.922113 -0.326031 2.130730 0.2 0.1 0.0
C -6.062204 -0.993277 3.014564 0.0 0.1 -0.3
C -4.667314 -0.955006 2.810786 -0.9 0.0 0.1
C -2.490463 -0.828300 0.122290 -0.2 0.1 -0.8
C -1.103992 -1.027992 -0.514037 1.0 -0.3 0.4
O -0.622687 -0.295810 -1.349251 -0.4 -0.2 0.5
C -0.404441 -2.318980 -0.147114 -0.1 -0.1 -0.3
C 0.902044 -2.266545 0.339932 0.1 0.2 0.2
C 1.625098 -3.435591 0.528930 -0.5 -0.3 0.1
C 1.079385 -4.651477 0.104727 0.1 -0.1 -0.7
C -0.194487 -4.705645 -0.481343 -0.3 0.0 0.5
C -0.988632 -3.553928 -0.501595 0.4 0.4 0.2
N -3.336969 -0.322962 -1.083924 0.0 0.1 -0.1
C -4.395675 -1.004564 -1.575445 -0.7 0.2 -0.2
C -5.248125 -0.462373 -2.547956 0.2 0.0 -0.2
C -4.989773 0.804118 -3.084243 0.3 0.0 0.6
C -3.826454 1.437241 -2.634938 -0.4 0.1 0.4
Cl -3.509791 3.080455 -3.054058 0.1 -0.3 -0.2
C -3.009922 0.857844 -1.668206 -0.5 -0.3 0.2
H -0.545333 2.194165 5.792038 0.0 -0.1 0.0
H 1.086447 2.848537 6.061174 0.0 0.0 -0.1
H 0.175154 3.223842 4.552246 0.0 0.2 0.0
H 2.419632 3.441939 3.993907 -0.1 -0.2 0.0
H 4.419077 3.251132 2.519984 -0.3 -0.3 0.2
H 5.237076 1.028546 1.764819 -1.0 0.2 0.7
H 4.933611 -2.421785 0.937507 0.1 0.2 0.1
H 4.687234 -0.747782 0.363179 0.2 -0.2 0.4
H 5.888963 -1.094072 1.691194 -0.4 -0.1 -0.3
H 3.021470 -2.216052 4.881866 0.0 0.0 -0.1
H 0.812274 -3.892268 5.226508 0.3 0.0 0.0
H -1.318205 -4.057567 4.224007 0.1 -0.9 0.3
H -2.101808 -2.539663 4.511675 -0.1 0.1 0.2
H -1.812560 -3.091145 2.872077 0.2 0.3 -0.3
H -2.275157 -0.753293 3.535847 0.2 0.2 -1.2
H -2.413091 1.146748 1.182905 -0.4 -1.9 0.4
H -4.561628 1.333619 0.316330 -0.4 -0.1 0.3
H -6.993659 0.943405 0.340042 0.0 -0.1 0.6
H -8.005518 -0.380690 2.226792 0.3 -0.2 0.1
H -6.476099 -1.567721 3.856464 0.2 0.2 -0.6
H -4.081060 -1.664815 3.407156 0.0 0.7 -0.3
H -2.840640 -1.821940 0.419529 -0.3 0.1 -0.5
H 1.322766 -1.299093 0.627926 -0.2 -0.3 -0.2
H 2.585301 -3.389764 1.033045 0.0 -0.1 -0.2
H 1.683497 -5.562066 0.131572 -0.2 0.3 0.2
H -0.603466 -5.652273 -0.864194 0.3 0.5 0.3
H -2.045484 -3.593417 -0.789949 0.5 -0.1 -0.2
H -4.609065 -1.983517 -1.167412 0.1 0.1 0.2
H -6.141724 -1.003331 -2.903222 0.7 0.1 0.5
H -5.690425 1.335796 -3.750281 0.5 -0.5 0.3
H -2.117530 1.341010 -1.326983 0.1 0.2 0.3

Entry 2:
85
Properties=species:S:1:pos:R:3:forces:R:3 method="wB97M-V/def2-TZVPD" gap_ha=0.0869 e_above_lowest_kcal_mol=72.8 spin_multiplicity=1 energy_ev=-376709.757 total_charge=-2
K 0.477300 -0.037700 0.480900 0.1 0.3 -0.2
N -2.693800 2.596500 2.983300 -0.3 -0.2 -0.3
C -1.486100 3.075900 3.418800 0.6 -0.1 -0.1
C -1.143400 3.907200 4.470100 0.0 0.2 0.2
C 0.201600 4.158500 4.637400 -0.1 0.1 -0.1
C 1.164600 3.623200 3.776900 0.2 0.1 -0.1
C 0.822800 2.815800 2.716800 0.0 0.0 -0.1
C -0.525600 2.522300 2.538100 -0.4 0.8 0.9
N -1.158500 1.741800 1.612900 -0.6 -0.3 -0.5
C -2.431500 1.780800 1.910400 0.6 0.4 0.3
C -3.463500 1.045000 1.231400 -1.4 0.0 0.3
C -4.804900 1.071800 1.538100 0.1 -0.2 -0.3
S -5.680300 -0.012500 0.529300 0.7 0.1 0.0
C -4.168100 -0.415900 -0.241800 -1.0 -0.1 0.1
N -3.150800 0.200800 0.211200 0.9 0.2 -0.2
H -3.584300 2.745200 3.424100 0.1 -0.1 0.0
H -1.887500 4.327700 5.133400 0.0 0.0 0.1
H 0.531000 4.769200 5.463900 0.0 0.0 0.1
H 2.209600 3.824900 3.961400 0.1 -0.2 0.0
H 1.576700 2.394700 2.065800 0.2 0.0 0.1
H -5.331200 1.644100 2.276700 0.0 0.1 0.2
H -4.137000 -1.130100 -1.038800 0.1 -0.3 -0.3
N -0.646100 -1.298000 3.861200 -0.3 0.0 0.1
C -1.117200 -2.089100 2.909100 -0.8 -0.7 1.0
N -0.987500 -1.901900 1.642600 0.2 0.4 -0.9
C -1.638000 -2.838600 0.899900 -0.5 -0.6 1.1
C -2.319900 -3.775200 1.618000 0.0 0.1 -0.1
S -2.145100 -3.492900 3.313800 0.4 0.3 -0.3
C -1.587500 -2.778600 -0.543000 -0.3 -0.8 -0.7
C -1.944300 -3.788200 -1.385800 0.1 0.2 -0.1
S -1.766700 -3.304900 -3.039400 0.1 0.6 0.4
C -1.216800 -1.717300 -2.439400 -0.6 -1.4 -0.5
N -1.178100 -1.634100 -1.164500 0.4 0.7 0.3
N -0.991300 -0.705400 -3.291900 0.0 0.6 -0.4
H 0.153900 -0.733900 3.591800 0.5 0.2 0.1
H -0.595700 -1.613800 4.817300 0.1 0.1 0.0
H -2.911800 -4.596200 1.269800 -0.1 -0.2 -0.2
H -2.262300 -4.783000 -1.154300 0.0 -0.2 0.2
H -0.736200 -0.923000 -4.238400 0.1 0.0 0.0
H -0.610100 0.143300 -2.873500 0.1 -0.2 -0.1
C 3.116200 0.334700 -3.505800 -0.2 -0.1 0.0
P 2.210200 -0.601100 -2.181800 0.6 -0.1 -0.5
C 2.153300 -2.241600 -3.026700 -0.1 0.2 0.1
C 3.619400 -0.802600 -1.049000 -0.2 0.0 0.0
C 4.041000 0.338900 -0.369700 0.0 -0.1 -0.1
C 5.094000 0.272000 0.521200 0.2 0.2 0.0
C 5.709200 -0.944300 0.773100 0.1 -0.1 0.0
C 5.279300 -2.082900 0.118500 0.1 -0.1 0.0
C 4.241600 -2.017300 -0.793800 -0.1 -0.1 0.0
H 4.059900 -0.156100 -3.754700 0.0 0.0 0.0
H 3.312800 1.341700 -3.141700 0.1 0.0 0.0
H 2.494900 0.399800 -4.399700 -0.1 0.1 -0.1
H 3.144800 -2.593100 -3.316900 0.0 0.0 0.0
H 1.535100 -2.162900 -3.921200 -0.1 0.0 0.0
H 1.683800 -2.953500 -2.349600 0.0 -0.2 0.0
H 3.521900 1.283200 -0.517900 0.0 0.0 0.0
H 5.403700 1.157800 1.059000 -0.1 -0.1 0.1
H 6.500800 -1.011500 1.505400 0.0 0.1 0.1
H 5.727800 -3.044400 0.328100 0.1 0.0 0.1
H 3.902300 -2.932600 -1.262200 0.0 0.0 0.0
N -8.114200 6.324700 -3.988700 0.6 -0.3 0.1
C -7.087500 5.819200 -3.822400 -2.0 1.0 -0.3
C -5.843300 5.216800 -3.640800 2.1 -1.0 0.3
C -5.630000 4.261600 -2.625700 -0.5 0.7 -0.6
C -4.408400 3.659500 -2.473300 0.9 -0.1 -0.2
C -3.332600 3.981900 -3.319700 -1.1 0.4 -0.1
C -3.541200 4.949500 -4.319100 0.6 -0.5 0.3
C -4.762000 5.550600 -4.480500 -0.9 0.0 0.4
N -2.100800 3.337900 -3.189700 0.3 -0.1 0.0
C -1.039600 3.424100 -4.062300 0.6 -0.1 -0.4
C -0.068800 2.597000 -3.584400 -0.3 0.5 -0.4
N -0.497800 1.999100 -2.442600 -0.5 0.2 0.7
C -1.703000 2.460800 -2.222000 0.5 -0.4 0.3
H -6.448000 4.003400 -1.969100 0.0 0.0 0.0
H -4.275300 2.922000 -1.697500 0.0 -0.1 0.1
H -2.734000 5.236400 -4.975500 0.0 0.0 0.0
H -4.905300 6.288700 -5.257800 0.0 0.0 0.0
H -1.051900 4.030400 -4.941000 -0.1 0.2 -0.2
H 0.906000 2.394000 -3.983900 0.2 0.0 -0.1
H -2.283200 2.167600 -1.372200 -0.3 0.0 0.2
Se 4.429400 2.041000 3.573700 -0.1 0.0 -0.1
Sb 3.258100 -0.001800 4.381600 0.2 -0.3 0.3
Se 2.379900 -1.325900 2.417400 0.3 0.1 0.5
Se 1.283800 0.639300 5.785900 0.1 -0.1 -0.1
Se 4.810600 -1.457700 5.661500 -0.2 0.2 -0.2

Entry 3:
86
Properties=species:S:1:pos:R:3:forces:R:3 method="wB97M-V/def2-TZVPD" gap_ha="0.2839 / 0.2957" s2=8.753 e_above_lowest_kcal_mol=0.0 spin_multiplicity=6 energy_ev=-103015.978
Mn 1.000241 -0.036999 -1.880615 -0.1 -0.2 0.0
O -1.971099 -0.960769 1.232950 0.0 0.1 0.1
C -1.446774 -0.218931 0.258588 0.1 -0.1 -0.1
O -0.388986 0.362405 0.355749 -0.1 0.0 0.2
C -2.340000 -0.161231 -0.948535 -0.1 0.1 0.0
O -1.588795 0.268455 -2.040805 0.1 0.0 -0.1
C -2.008635 -0.254755 -3.300999 -0.1 0.1 0.0
C -0.832990 -0.472969 -4.261880 0.1 0.2 0.2
O -1.137073 -0.740803 -5.412184 0.1 0.0 0.0
O 0.341920 -0.342331 -3.765802 -0.2 0.1 -0.3
H -1.335848 -0.981065 1.968526 0.0 0.0 0.0
H -3.144959 0.549140 -0.714523 -0.1 0.0 0.0
H -2.785802 -1.143956 -1.104835 0.0 -0.1 0.0
H -2.712916 0.434013 -3.770095 0.0 0.0 0.0
H -2.499425 -1.220113 -3.166598 0.0 -0.1 0.0
C -1.554345 5.028999 -0.751224 -0.1 -0.3 0.0
N -0.772537 3.981424 -1.402774 -0.1 0.1 0.0
C 0.017811 3.042735 -0.874118 0.0 0.1 0.0
N 0.508562 2.282056 -1.825330 0.1 -0.1 -0.2
C -0.025415 2.811620 -2.961062 -0.1 -0.1 -0.1
N -0.818254 3.836826 -2.751548 0.2 0.0 0.2
C -2.701358 4.495098 0.081938 0.0 0.0 0.0
C -3.996017 4.947621 -0.137622 0.0 0.0 -0.1
C -5.048720 4.481706 0.641293 -0.1 0.0 0.0
C -4.826194 3.556682 1.645870 -0.1 0.0 0.0
C -3.531563 3.102230 1.874303 0.1 0.0 0.0
C -2.480794 3.574892 1.099149 0.0 0.0 0.0
C -3.260236 2.128015 2.930838 0.0 0.1 0.1
N -4.050635 1.657873 3.828850 -0.1 -0.1 0.1
N -3.306927 0.744767 4.567620 -0.1 0.0 0.0
C -2.125190 0.742331 4.058801 0.0 0.0 0.1
O -2.010839 1.613168 3.031534 0.2 -0.1 -0.3
C -0.972202 -0.078093 4.436573 0.0 0.1 0.0
C -1.094786 -0.949156 5.514389 -0.1 0.0 0.0
C -0.013714 -1.730159 5.882676 0.0 0.0 0.1
C 1.178836 -1.649293 5.180936 0.0 -0.1 0.0
C 1.306275 -0.789098 4.097099 0.0 0.0 0.0
C 2.643581 -0.738445 3.382686 -0.2 0.1 0.0
N 2.605739 -0.090460 2.086694 0.0 0.0 0.2
C 2.405210 -0.648380 0.890423 0.1 -0.2 0.1
N 2.410432 0.280723 -0.038490 -0.2 0.4 -0.1
C 2.601942 1.426408 0.666429 0.1 0.0 0.0
N 2.736400 1.253835 1.962965 -0.1 -0.2 -0.2
C 0.226835 0.001912 3.724256 0.0 0.0 0.0
H -1.935178 5.641558 -1.560295 0.0 0.1 -0.1
H -0.892527 5.643500 -0.141324 0.1 0.0 0.0
H 0.208812 2.916348 0.179192 0.0 0.1 -0.1
H 0.157359 2.394466 -3.941206 0.0 0.0 0.1
H -4.186940 5.661127 -0.931487 0.0 0.0 0.0
H -6.053538 4.839585 0.453996 0.0 0.0 0.0
H -5.638187 3.179213 2.253686 0.0 0.0 0.0
H -1.486664 3.212218 1.316161 0.0 0.0 0.0
H -2.036776 -1.000411 6.045500 0.0 0.0 0.0
H -0.102323 -2.410904 6.719136 0.0 0.0 0.0
H 2.018507 -2.271053 5.473950 0.0 0.0 0.0
H 3.010180 -1.751527 3.227884 0.0 0.0 0.0
H 3.373396 -0.205543 3.988355 0.0 0.0 0.0
H 2.265809 -1.705785 0.715178 0.0 0.1 0.0
H 2.654755 2.400603 0.204104 0.0 0.0 0.0
H 0.308143 0.679800 2.882015 0.0 0.0 0.0
O 1.927458 -2.113996 -1.668262 0.0 0.1 0.0
C 0.819853 -2.668108 -1.441545 0.0 -0.1 0.0
O -0.228084 -2.024218 -1.196133 0.1 0.0 0.0
C 0.760902 -4.174105 -1.440001 0.0 0.0 0.0
C -0.444351 -4.822276 -1.202060 0.0 0.0 0.0
C -0.502273 -6.205618 -1.184571 -0.1 -0.1 0.0
C 0.662602 -6.917799 -1.403320 0.0 0.0 -0.1
C 1.873139 -6.297457 -1.649562 0.1 0.0 0.0
C 1.915079 -4.913394 -1.668552 0.0 0.0 0.0
N 0.614491 -8.395738 -1.373165 0.1 0.0 0.2
O 1.656676 -8.997403 -1.536312 0.0 0.0 -0.1
O -0.457520 -8.924285 -1.161828 -0.1 0.0 0.0
H -1.330812 -4.226383 -1.031867 0.0 0.0 0.0
H -1.425569 -6.735515 -1.001286 0.0 0.0 0.0
H 2.754739 -6.897653 -1.822543 0.0 0.0 0.0
H 2.838588 -4.386346 -1.866094 0.0 0.0 0.0
C 5.109685 0.778404 -2.535164 0.0 0.0 0.0
C 3.848725 1.516706 -2.894458 0.2 -0.1 0.0
C 3.923121 2.998867 -3.151240 0.0 0.0 0.0
O 2.794850 0.928852 -2.973209 -0.1 0.0 0.0
H 6.000118 1.268042 -2.928445 0.0 0.0 0.0
H 5.045832 -0.252377 -2.879521 0.0 0.0 0.0
H 5.178894 0.759683 -1.441684 0.0 0.0 -0.1
H 4.795427 3.451775 -2.682403 0.0 0.0 0.0
H 3.006194 3.479868 -2.811894 0.0 0.0 0.0
H 3.996613 3.149317 -4.231858 0.0 0.0 0.0

Entry 4:
73
Properties=species:S:1:pos:R:3:forces:R:3 method="wB97M-V/def2-TZVPD" gap_ha=0.1884 e_above_lowest_kcal_mol=15.5 spin_multiplicity=1 energy_ev=-52225.735 total_charge=-1
Pt 0.266585 -0.771660 0.130865 -0.2 -0.7 0.2
O -1.408582 -1.869883 0.986952 -0.2 0.0 0.1
C -1.517360 -2.127105 2.182917 0.1 0.2 0.0
C -0.646082 -1.703335 3.254823 -0.1 -0.2 -0.2
C -0.835550 -2.323168 4.489098 -0.1 0.0 0.0
C 0.004581 -2.050865 5.535137 0.0 -0.2 0.3
C 1.077588 -1.154802 5.385098 0.1 0.0 0.0
C 1.267003 -0.516699 4.196322 -0.1 0.1 -0.1
C 0.392457 -0.732042 3.080568 -0.2 0.1 0.0
O 0.522319 -0.019046 2.034473 0.4 0.1 -0.2
N -0.207817 -2.719334 6.816017 0.1 0.1 -0.2
O 0.641673 -2.567908 7.682474 -0.2 -0.1 -0.1
O -1.218059 -3.392895 6.954847 0.2 0.1 0.1
H -2.358821 -2.769736 2.489517 0.1 0.0 0.0
H -1.650331 -3.022922 4.627217 0.0 0.0 0.0
H 1.742187 -0.991648 6.222148 0.0 0.0 0.0
H 2.078660 0.183271 4.053528 0.0 0.0 0.0
C 3.883439 1.332009 -0.595144 0.0 0.0 0.0
C 4.433561 0.588311 -1.641156 -0.1 0.0 0.0
C 3.746753 -0.507627 -2.133570 0.1 0.0 0.0
C 2.520654 -0.853719 -1.569895 -0.1 -0.1 -0.2
C 1.961208 -0.113550 -0.518430 0.2 0.3 0.0
C 2.663772 0.989593 -0.033866 0.1 -0.1 -0.1
C 1.639558 -1.906797 -2.078027 0.3 0.0 -0.1
C 2.026509 -2.919647 -2.996398 0.0 0.3 0.1
C 1.115680 -3.835829 -3.402174 -0.1 -0.1 -0.1
C -0.237716 -3.721283 -2.994486 0.0 -0.1 -0.1
C -1.266979 -4.565861 -3.481838 0.2 0.1 0.0
C -2.566662 -4.325341 -3.153280 -0.2 0.2 0.1
C -2.900255 -3.211676 -2.343174 -0.1 -0.2 -0.1
C -1.930797 -2.405163 -1.828664 0.2 0.0 0.1
C -0.571431 -2.681637 -2.112885 -0.1 0.4 0.0
N 0.402791 -1.854998 -1.603233 -0.1 0.0 0.3
H 4.416829 2.198759 -0.221799 0.0 0.0 0.0
H 5.379031 0.880009 -2.079629 0.0 0.0 0.0
H 4.152495 -1.067304 -2.968526 0.0 0.0 0.0
H 2.239592 1.575011 0.771134 0.0 0.0 0.0
H 3.051663 -2.955690 -3.335732 0.0 0.0 0.0
H 1.397433 -4.633263 -4.080405 0.0 0.0 0.0
H -1.001692 -5.383666 -4.141330 0.0 0.0 0.0
H -3.351216 -4.963754 -3.538672 0.0 0.0 0.0
H -3.938838 -2.981665 -2.144271 0.0 0.0 0.0
H -2.175907 -1.530929 -1.242912 0.0 0.0 0.0
C -2.997629 0.883319 1.786165 0.0 -0.1 0.0
C -3.528256 1.979141 0.865614 0.0 0.0 0.0
C -2.838045 3.307615 1.190015 0.0 0.0 0.0
C -3.433460 1.665797 -0.616631 -0.2 0.0 0.0
C -4.607206 1.545208 -1.345414 0.0 0.0 0.0
C -4.613107 1.447650 -2.735747 0.1 0.0 0.1
C -3.391535 1.588124 -3.383139 0.1 0.1 0.0
C -2.189088 1.723599 -2.698610 -0.1 0.0 -0.3
C -0.937539 2.019831 -3.507424 0.0 -0.1 0.0
C -0.055559 3.111479 -2.900152 0.0 0.1 0.0
C -0.105706 0.764254 -3.751053 0.0 -0.1 0.0
C -2.158009 1.607473 -1.274370 0.2 0.0 0.3
O -1.061853 1.507634 -0.606069 -0.2 0.1 -0.1
H -3.161639 1.149587 2.836140 0.0 0.0 0.0
H -1.928546 0.753574 1.620891 0.0 0.0 0.0
H -3.503477 -0.065205 1.589884 0.0 0.0 0.0
H -4.597495 2.098236 1.078532 0.0 0.0 0.0
H -1.768900 3.217748 0.993688 0.0 0.0 0.0
H -2.984419 3.576304 2.240919 0.0 0.0 0.0
H -3.236051 4.112595 0.568753 0.0 0.0 0.0
H -5.551810 1.556587 -0.805782 0.0 0.0 0.0
H -5.536886 1.344166 -3.290127 0.0 0.0 0.0
H -3.367141 1.629604 -4.470444 0.0 0.0 0.0
H -1.293291 2.391074 -4.476048 0.0 0.0 0.0
H 0.394970 2.766152 -1.969941 0.0 0.0 0.0
H -0.642063 4.004299 -2.670816 0.0 0.0 0.0
H 0.734546 3.389078 -3.605243 0.0 0.0 0.0
H 0.185100 0.362875 -2.784508 0.1 -0.1 0.1
H 0.804441 0.982593 -4.320278 0.0 0.0 0.0
H -0.680043 0.003058 -4.286913 0.0 0.0 0.0